Entry 1:
48
Properties=species:S:1:pos:R:3:forces:R:3:lowdin_charge:R:1 method="wB97M-V/def2-TZVPD" e_tot_ha=-1625.3592 max_force_ha_per_bohr=0.0854
N -1.48146 3.58828 -0.71230 -2.193 0.842 -0.326 -0.04
C -0.94557 4.51637 -1.72693 0.210 0.052 -0.135 0.03
O 1.42395 -1.44594 -1.46165 -0.618 0.156 -0.072 0.01
C -5.00846 -0.67289 1.64099 0.515 0.300 0.063 -0.04
C -2.82769 0.25017 2.19269 0.295 -0.943 0.172 -0.21
C -1.43710 -0.62591 3.97554 0.057 -0.018 -0.069 -0.06
C 0.83860 2.04700 -0.75833 2.563 -1.214 2.938 0.03
H -3.45156 -1.30887 3.56481 0.357 0.280 -0.065 0.11
C 2.35649 0.45616 -1.92390 0.676 -1.826 -0.203 -0.14
H 1.40153 3.71128 2.83548 -0.032 -0.117 0.174 0.08
O 2.97101 4.66964 0.32697 -1.702 -0.371 -0.269 0.01
H -4.63434 -1.69748 1.49878 -0.029 0.339 0.063 0.10
H -3.96194 2.67178 1.22830 0.150 0.041 -0.257 0.14
H -3.40358 4.56886 -0.70402 -0.148 -0.019 -0.080 0.13
C -2.64967 -0.62058 3.28821 -0.163 0.236 -0.486 -0.01
H 0.53854 0.26202 4.18892 -0.317 -0.011 -0.057 0.12
H -5.46483 -0.56582 2.63707 0.209 0.000 -0.283 0.10
C -2.82298 3.75003 -0.32536 0.889 0.706 -0.423 0.00
H -1.25994 5.52966 -1.44113 0.240 -0.369 0.038 0.11
C 3.15224 2.74201 -1.46843 -0.986 -0.806 -0.597 0.10
N 0.56857 -0.45186 -0.93107 2.019 2.005 -0.687 -0.19
N 1.89180 4.05502 0.13365 1.488 0.069 0.841 -0.31
N 2.53436 -0.88615 -2.03830 -0.774 2.706 0.368 0.14
O 0.84184 4.33846 0.78539 1.216 -0.444 -1.491 -0.02
O 0.20647 2.19584 2.28952 -0.040 -0.391 0.123 -0.12
H -5.74510 -0.44009 0.87232 0.086 -0.065 0.128 0.09
C -0.60259 1.14425 2.58262 0.151 0.304 0.941 -0.20
C 3.34338 1.51636 -2.11457 -0.089 0.860 -0.417 -0.08
N -1.93877 2.07155 0.78228 -0.366 0.255 -0.639 0.10
O -0.46295 -0.78782 -0.35889 -0.138 0.182 -0.093 0.02
H 0.07063 2.30756 0.28327 3.861 -1.239 -0.556 0.09
C -1.76543 1.08375 1.81708 -0.389 0.364 -0.007 -0.04
H 1.91897 2.11121 3.45042 -0.166 0.238 0.190 0.10
H 0.51094 2.97441 4.21988 0.147 -0.174 -0.284 0.11
C 1.13956 0.78769 -1.25454 -1.728 -3.807 0.302 -0.09
O 5.30200 2.32373 -3.01577 -1.238 -1.491 -0.068 0.02
C 1.06359 2.78021 3.28796 0.051 -0.533 -0.147 -0.02
O 4.55415 0.40950 -3.79376 -0.477 1.385 1.469 0.06
C -0.40279 0.24413 3.64270 -0.134 0.347 -0.376 0.00
H 0.14537 4.47886 -1.80784 -0.410 -0.138 0.212 0.09
H -1.38611 4.29805 -2.70809 0.108 -0.171 0.309 0.11
N 4.46817 1.38646 -3.02905 1.292 0.253 -0.482 -0.33
C -0.99554 2.55397 -0.06662 -4.170 0.857 -1.079 -0.08
O -3.95288 0.30165 1.43272 -0.338 -0.357 0.186 -0.10
H -1.30027 -1.32831 4.79997 -0.043 0.227 -0.254 0.12
C 1.89545 2.96700 -0.83240 0.467 2.909 0.763 -0.17
H 3.94411 3.50096 -1.36318 -0.554 -0.594 -0.280 0.14
C -3.09280 2.84077 0.60937 0.197 -0.815 0.898 0.02

---

Entry 2:
28
Properties=species:S:1:pos:R:3:forces:R:3:lowdin_charge:R:1 method="wB97M-V/def2-TZVPD" e_tot_ha=-904.7232 max_force_ha_per_bohr=0.1043 multiplicity=3 total_charge=+2
H -2.18651 -2.80721 0.61184 0.476 -0.202 0.310 0.12
N 1.55590 3.68831 1.62910 0.565 1.159 0.959 0.16
H -0.69475 -0.24042 -1.51093 0.262 2.277 -2.262 0.11
I 1.45875 -3.31128 -1.29158 1.524 -0.634 -0.190 1.09
H 0.75341 0.63454 2.82756 -0.225 1.788 -2.280 0.20
N 1.13444 1.13645 0.73724 1.628 1.701 1.694 0.09
C -1.32731 -2.23241 -1.35712 -2.746 -1.894 -1.344 -0.22
C 0.91737 1.47862 2.00081 0.228 -4.216 3.303 0.01
C 1.64051 2.09210 -0.04912 -0.915 0.317 0.584 -0.12
H 1.91417 4.20123 -0.40928 0.457 -0.507 1.134 0.17
N -0.16218 -0.71605 0.29262 0.547 -1.962 0.306 0.07
H 2.04687 -0.78630 0.32850 -1.155 0.165 0.968 0.16
H -3.31156 -3.19697 -0.60005 0.153 0.407 -0.676 0.14
C 1.81130 3.41529 0.38139 -0.990 -0.495 -1.738 0.02
C -2.48670 -2.51454 -0.38461 0.346 -1.163 0.609 -0.11
H 2.25771 1.86752 -2.11599 0.484 0.736 -1.452 0.14
C 1.24429 2.71123 2.47500 -1.146 1.067 -0.094 -0.04
H -2.78274 -0.53837 0.57328 0.115 -0.201 0.008 0.13
C 1.12422 -0.21155 0.03820 1.205 1.557 0.650 -0.36
C -2.59864 -1.02034 -0.39247 -1.302 2.727 -0.482 -0.07
N 1.58001 0.17879 -1.25506 -1.281 -0.295 -1.149 0.13
H -0.44700 -2.90792 -1.43568 0.363 -0.705 0.396 -0.18
C 1.80681 1.43212 -1.28355 0.992 -1.359 -1.320 0.00
C -1.04681 -0.88379 -0.81123 -1.763 -0.666 1.109 -0.28
H -3.37707 -0.56140 -1.10642 1.596 -0.836 0.677 0.17
H 1.01545 2.93736 3.52158 0.490 0.120 -0.370 0.15
H -0.09569 -1.45934 0.98778 -0.529 0.075 -0.248 0.15
H -1.74424 -2.38567 -2.40181 0.620 1.040 0.897 0.18

---

Entry 3:
61
Properties=species:S:1:pos:R:3:forces:R:3:lowdin_charge:R:1 method="wB97M-V/def2-TZVPD" e_tot_ha=-2522.0845 max_force_ha_per_bohr=0.0502 multiplicity=2 total_charge=-2
C -0.16076 2.91234 0.00659 1.035 1.418 0.573 -0.24
H 0.91829 1.52308 -1.80527 -0.081 0.029 0.147 0.12
H -3.90764 0.74922 0.28312 -0.419 0.085 0.312 0.04
H 3.51613 5.30404 -0.64283 0.005 0.028 -0.040 0.08
H 2.73881 -3.07063 -2.46054 -0.222 -0.235 0.291 0.09
H 2.28978 0.02978 -1.87081 -0.473 -0.021 -0.306 0.10
H -2.27300 2.62095 -0.38268 0.173 -0.359 -0.011 0.11
C 1.45965 -5.39634 -0.38741 -0.218 0.301 -0.784 -0.22
H -0.01136 4.92688 3.50310 -0.217 0.102 -0.155 0.10
C 2.14241 -3.81035 -1.92366 -0.213 -0.645 -0.232 -0.26
C 1.44790 -3.25783 2.53707 -0.038 0.279 -0.044 -0.27
H -3.07426 -1.61706 -1.59620 -0.221 -0.278 -0.253 0.01
H 0.29937 -3.96743 -3.20339 0.058 0.054 0.408 0.09
H -2.10854 -0.85692 -2.85113 -0.098 -0.042 0.001 0.05
H 2.01549 6.27742 -0.52542 0.012 -0.099 -0.103 0.09
C -1.32117 2.51429 -0.90592 0.030 -0.139 -0.252 -0.07
C -1.07368 1.04676 -1.39856 -1.051 -0.063 -0.041 -0.27
C 0.74206 1.65062 0.24064 -0.023 0.178 0.278 -0.07
H -1.90559 -3.46168 2.51154 0.439 0.109 -0.364 0.08
H -0.51092 -5.79955 -1.37630 0.111 0.341 0.128 0.08
H -3.75082 -0.28990 -2.55582 -0.630 -0.014 -0.294 0.03
H 0.41628 1.15997 1.17414 0.041 0.004 -0.437 0.12
H 1.72547 -1.02011 2.58670 -0.189 -0.318 -0.170 0.09
N -2.64076 -3.86785 -0.28187 1.530 0.912 -0.142 -0.09
H 2.39648 5.40535 -2.04045 -0.038 0.033 0.161 0.09
O 1.84540 4.20025 -0.42436 0.585 0.470 0.006 -0.03
O 2.05270 -1.19937 -0.36468 -0.674 0.667 0.561 -0.41
C 0.50383 0.85107 -1.01995 0.470 0.297 -0.727 -0.22
H 0.88252 -1.02261 -2.09222 -0.101 0.066 0.188 0.10
H -1.02718 1.04830 -2.50157 0.076 0.094 -0.008 0.11
C 2.47554 5.38124 -0.95006 -0.171 -0.367 0.145 -0.05
C -0.63008 5.38479 2.72001 -0.034 -0.067 -0.085 -0.04
C -0.36840 -1.82861 2.47724 0.551 -0.449 0.021 -0.19
C -2.83927 -0.65732 -2.05873 0.101 -0.316 0.143 -0.19
Yb 0.79233 -2.74617 0.05085 -1.717 -1.550 0.785 1.53
H -0.39419 6.44328 2.61221 -0.040 -0.058 0.091 0.08
H -1.69107 5.24248 2.96000 0.293 0.012 -0.032 0.09
H 0.20982 -5.13935 2.56436 0.027 0.414 -0.198 0.08
C 0.53017 4.12390 -0.63723 -0.817 0.208 -1.476 -0.45
C 0.84413 -4.27067 -2.31010 0.609 -0.163 0.674 -0.21
C -2.88263 0.33036 0.29620 -0.177 -0.349 0.079 -0.17
C -0.85669 -3.16952 2.46428 0.724 0.132 0.494 -0.21
C -0.59935 3.50486 1.33632 -1.262 -2.088 0.849 -0.41
H 1.44622 -6.08315 0.45568 -0.019 0.255 -0.161 0.08
H -2.97509 -0.70057 0.67698 -0.159 0.102 0.362 0.05
C 2.53056 -4.51812 -0.74335 -0.267 0.117 -0.168 -0.26
O -1.16554 2.87189 2.22279 0.893 1.169 -1.005 0.09
O -0.31700 4.80976 1.44801 -0.025 0.529 0.809 -0.04
H 1.80135 1.93370 0.34204 -0.350 -0.051 0.183 0.12
C 1.06010 -1.88126 2.52177 -0.420 -0.276 0.341 -0.26
H 3.48448 -4.42164 -0.22065 -0.356 0.035 -0.159 0.08
C 0.41999 -5.24307 -1.35251 1.003 0.155 0.047 -0.21
H 2.47096 -3.63195 2.61775 -0.336 0.118 -0.061 0.08
C -2.30705 0.29346 -1.06543 2.354 -0.160 -0.048 -0.42
C -1.61721 -3.28686 -0.31607 -1.361 -0.849 -0.081 -0.37
C 0.25924 -4.05000 2.50328 -0.256 0.538 0.063 -0.22
O -0.07247 4.95585 -1.30149 1.036 -0.564 0.614 0.08
H -1.37697 3.18596 -1.76730 0.093 -0.031 0.279 0.11
C 1.42626 -0.40783 -1.33099 0.355 0.868 -0.638 -0.34
H -0.97609 -0.92197 2.51523 0.203 -0.345 -0.243 0.09
H -2.30892 0.91386 1.03702 -0.137 -0.223 -0.315 0.05